Entry 1:
Here is the molecule ClH2O2PS from OMol25. Energies are from ωB97M-V/def2-TZVPD.

Results
* LUMO: 0.4 eV
* DFT total energy: -36776.4329 eV
* HOMO level: -9.7072 eV
* energy above the lowest of the compared OMol25 structures with the same formula, charge and spin: 8.9 kJ/mol
* SMILES: OP(O)(=S)Cl
* total charge: 0

The geometry in XYZ format:
```
7
Properties=species:S:1:pos:R:3:forces:R:3:nbo_charge:R:1
H 0.589 -1.519 0.851 -2.091 -2.735 3.215 0.4870
O 1.038 -1.043 0.240 1.510 2.829 -3.668 -0.9558
O -0.139 0.916 0.917 -2.141 2.455 1.474 -0.9880
P -0.004 0.061 -0.358 0.409 -3.141 -0.471 1.6930
H -1.082 1.266 0.950 1.602 -0.414 0.140 0.5320
Cl 1.281 0.912 -1.571 0.270 0.650 -0.599 -0.2103
S -1.683 -0.592 -1.029 0.440 0.356 -0.092 -0.5579
```
Positions in Å, forces in eV/Å.

***

Entry 2:
Here is the molecule C16H14N2O from OMol25. Energies are from ωB97M-V/def2-TZVPD.

Results
* LUMO: 0.5 eV
* DFT total energy: -21843.5333 eV
* HOMO level: -7.7178 eV
* energy above the lowest of the compared OMol25 structures with the same formula, charge and spin: 374.8 kJ/mol
* SMILES: c1ccc(NNOc2ccc3ccccc3c2)cc1
* total charge: 0

The geometry in XYZ format:
```
33
Properties=species:S:1:pos:R:3:forces:R:3:nbo_charge:R:1
H -2.012 2.693 -3.159 -0.183 1.003 0.370 0.2063
C -1.010 -1.851 3.955 -1.171 -0.965 1.147 -0.2643
H -0.332 0.132 6.619 0.192 -0.247 -0.259 0.2137
C -0.224 -1.277 3.005 1.267 0.361 -1.697 0.1568
H -3.401 -0.241 -5.915 0.565 -0.200 0.493 0.2142
C -1.329 0.726 -2.799 -0.772 -0.574 -0.859 -0.1173
C -2.776 1.328 -4.645 0.455 1.120 1.988 -0.2255
H -1.836 -1.812 5.888 -0.033 -0.147 0.609 0.2150
H 0.689 0.506 -0.154 0.033 -0.597 0.024 0.2376
H -0.699 -2.665 -2.725 -0.161 -1.061 -0.347 0.2205
H 1.675 -2.263 1.269 -0.931 -0.411 -1.243 0.3601
N 0.860 -1.796 0.827 0.940 1.334 1.093 -0.2025
C 0.073 -1.258 -1.314 -1.114 0.389 -0.968 0.2931
C -0.257 -0.307 5.621 -0.704 -0.371 0.361 -0.2545
N -0.261 -1.835 1.714 -0.566 0.075 -0.820 -0.4807
C 0.585 -0.199 3.363 0.153 0.048 -0.339 -0.2737
H -3.420 2.036 -5.148 0.238 0.161 -0.163 0.2142
C -0.653 -1.652 -2.446 0.797 2.027 1.817 -0.2695
C -2.769 0.008 -5.045 -0.240 -2.164 0.255 -0.2120
H -1.612 -2.707 3.682 -0.098 -0.095 -0.055 0.2034
H 1.172 0.305 2.612 0.220 -0.085 -0.082 0.2224
H -2.209 -2.029 -4.533 -0.028 -0.187 -0.258 0.2082
H -0.548 2.133 -1.429 0.242 -0.880 -0.024 0.2100
C -1.354 -0.638 -3.167 0.063 -0.757 -0.279 0.0342
C -2.091 1.689 -3.473 -0.415 -1.219 -2.283 -0.1613
H 1.277 1.036 4.976 -0.277 -0.001 -0.212 0.2130
C -2.127 -0.988 -4.275 -0.910 1.215 -1.639 -0.2051
O 0.661 -2.215 -0.522 -0.190 -0.717 1.505 -0.3487
H -1.033 -2.462 1.535 0.547 -0.441 -0.150 0.3773
C 0.587 0.252 4.668 0.074 -0.010 0.489 -0.1785
C -0.562 1.062 -1.725 1.482 0.519 2.237 -0.1493
C -1.083 -1.386 5.260 0.713 1.204 -0.835 -0.1827
C 0.132 0.108 -0.996 -0.189 1.674 0.122 -0.2741
```
Positions in Å, forces in eV/Å.

***

Entry 3:
Here is a structure of composition C52H40N11OP2STl from OMol25. Energies are from ωB97M-V/def2-TZVPD.

Results
* LUMO: -0.5 eV
* DFT total energy: -107119.0689 eV
* HOMO level: -7.5292 eV
* energy above the lowest of the compared OMol25 structures with the same formula, charge and spin: 6.3 kJ/mol
* total charge: 0

The geometry in XYZ format:
```
108
Properties=species:S:1:pos:R:3:forces:R:3:mulliken_charge:R:1
H -3.183 1.795 -0.700 0.002 0.009 -0.024 0.1701
C -1.342 -5.018 0.584 -0.057 0.040 -0.033 -0.8794
C -5.235 -0.432 1.028 -0.013 -0.004 -0.006 -0.8647
H 4.870 3.998 -2.895 0.035 -0.003 0.012 0.3268
O -0.990 -3.747 -2.190 0.007 0.034 -0.025 -0.5342
N 7.832 3.947 -4.481 -0.002 0.004 -0.002 -0.6204
C -4.087 0.152 1.542 0.012 0.011 -0.008 -0.3971
C 1.825 1.235 2.680 0.019 0.025 0.059 -0.3914
C 7.378 1.819 -3.479 0.004 -0.005 0.002 -0.4899
H -4.938 0.613 -4.424 0.000 0.001 -0.001 0.3888
H -5.142 1.679 -2.201 0.000 0.001 0.002 0.4558
P -1.248 0.419 1.741 -0.109 -0.017 -0.119 -0.3131
C -1.842 1.564 3.034 -0.020 -0.001 0.040 0.5159
H 0.734 5.512 -2.168 -0.001 -0.001 0.003 0.4585
N 1.063 -2.208 -2.113 0.065 0.079 -0.081 -0.2617
H -0.813 -0.209 -3.645 0.019 -0.033 0.001 0.4317
C 0.236 3.497 -1.640 -0.132 0.032 -0.148 -0.0926
C -2.858 0.149 -4.175 -0.003 -0.007 -0.003 -0.7422
C 6.166 2.275 -2.974 0.003 0.004 -0.002 0.5435
C -2.426 -5.159 1.394 -0.037 0.035 -0.039 -0.3199
H 5.671 -0.382 -3.325 0.005 0.004 -0.001 0.6304
H -3.150 4.638 3.620 0.002 0.000 -0.001 0.4461
H -3.310 -5.767 1.322 0.005 -0.007 -0.003 0.4632
C -4.953 -3.286 5.458 -0.007 0.002 0.009 0.2647
N -6.618 -2.687 7.345 -0.003 0.002 0.005 -0.5327
C 5.812 3.593 -3.244 0.006 0.014 0.005 -0.3498
C 2.021 4.091 -3.139 0.007 -0.039 -0.007 -0.8291
C -4.742 -4.620 5.113 -0.002 -0.005 -0.016 -0.7902
H 2.398 3.440 -0.276 0.086 -0.029 0.114 0.6026
C 5.273 1.396 -2.184 0.003 -0.012 0.047 0.9117
H -3.791 -2.716 -1.030 -0.028 -0.035 -0.007 0.6094
C 3.700 1.042 -0.417 0.005 0.028 0.042 -0.2296
Tl 1.411 -1.905 0.323 -0.075 -0.049 0.003 1.2700
C -4.192 1.272 -2.523 0.002 0.007 0.012 -0.5112
C -2.748 -1.354 0.235 -0.011 -0.026 0.042 -0.1079
H -2.763 -0.323 -5.145 0.001 0.004 0.000 0.4330
N 1.452 3.288 1.549 0.090 0.042 0.033 -0.6703
C 1.596 1.779 -2.635 -0.095 0.018 -0.056 -0.0742
C -5.140 -1.463 0.102 -0.016 -0.042 -0.044 -0.8720
N 3.569 -0.246 -0.716 -0.006 -0.074 -0.021 -0.1158
H 3.124 2.454 -3.981 -0.016 0.002 0.004 0.6562
C 4.080 -2.182 -2.049 0.001 0.003 -0.002 0.7829
C 3.619 -4.282 -1.343 0.021 0.012 0.015 -0.1320
N 3.968 -3.930 -3.661 0.001 -0.004 -0.005 -0.6408
C 4.266 -0.738 -1.738 0.025 -0.016 -0.006 -0.4353
S 0.090 -3.011 -2.872 -0.076 -0.005 0.062 0.0432
C -2.218 1.912 5.397 -0.006 0.009 0.018 -0.7966
H -0.412 2.353 0.725 -0.111 -0.024 -0.029 0.1116
C -3.171 -3.923 3.442 -0.005 -0.016 -0.033 0.0544
H 1.634 0.591 3.530 -0.002 0.003 0.001 0.3942
H 4.320 -1.975 -4.185 0.007 -0.002 0.000 0.4740
H -4.458 -1.238 5.044 0.006 0.006 -0.006 0.5595
C 8.167 2.687 -4.216 0.001 0.000 -0.001 -0.4622
C 4.148 -2.653 -3.357 0.001 0.017 0.005 -0.3452
H -3.047 3.813 5.948 -0.001 -0.002 0.000 0.3691
C 3.701 -4.745 -2.647 0.001 -0.006 -0.006 -0.4691
H 0.596 2.863 3.380 0.037 0.003 -0.006 0.6744
H -1.789 -1.739 -0.091 0.133 -0.036 0.001 -0.0745
H 1.835 0.726 -2.755 0.000 0.000 -0.007 0.4201
H -1.368 0.129 4.559 0.000 0.001 0.007 0.4778
H 6.409 5.406 -4.224 0.001 0.003 -0.001 0.3774
H -2.899 -1.812 3.204 -0.022 -0.037 0.044 0.3251
C -1.776 1.114 4.352 0.002 -0.016 -0.035 -0.8423
H -6.207 -0.076 1.345 0.002 -0.006 -0.001 0.4393
C 1.248 2.496 2.597 0.155 0.054 0.143 -0.5483
H -2.167 1.549 6.416 -0.001 -0.001 -0.005 0.4572
C 0.978 4.465 -2.297 -0.074 -0.005 0.006 -0.8227
H -2.402 3.197 1.760 0.004 0.005 -0.002 0.3470
C 2.844 1.557 0.687 0.039 0.043 0.033 0.5885
C 2.321 2.749 -3.317 -0.060 0.025 -0.040 -0.6662
C 2.253 2.817 0.600 0.188 0.035 0.039 -0.3324
H -4.176 0.964 2.254 -0.012 -0.023 -0.018 0.3767
N -0.970 1.553 0.441 0.039 -0.052 -0.072 0.2627
H 3.543 -5.791 -2.878 -0.004 0.001 0.002 0.3947
C 0.549 2.147 -1.793 -0.062 -0.014 -0.134 0.4740
C -2.828 -0.301 1.148 -0.066 -0.014 0.034 1.2484
H -0.700 -2.828 2.814 0.015 -0.016 0.008 0.6025
H 4.646 2.928 -0.811 -0.004 0.006 -0.006 0.8460
C -3.092 1.343 -1.679 -0.006 0.032 -0.003 -0.3739
N 3.815 -3.005 -1.038 0.008 0.022 -0.016 -0.4630
C -2.767 3.646 3.827 0.009 -0.004 -0.022 -0.6843
H 7.720 0.811 -3.284 -0.002 -0.002 -0.001 0.4810
C -1.078 -3.606 2.168 -0.022 0.125 -0.053 -0.6696
N -2.259 -4.237 2.411 -0.012 0.007 0.056 0.3820
P -0.386 0.789 -1.003 -0.119 -0.048 0.057 -0.0581
C -1.871 0.812 -2.077 0.019 0.050 -0.034 0.6868
C -2.711 3.183 5.134 0.004 -0.004 0.012 -0.5354
C -2.341 2.840 2.781 -0.022 0.005 -0.003 0.0962
H 3.385 -4.954 -0.525 -0.001 0.000 -0.002 0.4487
N 2.620 0.762 1.730 0.009 0.017 -0.016 -0.5095
C -4.275 -2.273 4.785 -0.005 0.001 -0.003 -0.9010
C 6.671 4.378 -3.997 0.006 -0.007 -0.001 -0.5199
C -3.391 -2.591 3.772 0.021 -0.009 0.030 0.5832
C -4.078 0.675 -3.770 0.000 -0.005 0.000 -0.6152
C -5.880 -2.955 6.506 0.007 -0.002 -0.003 0.0039
N -0.504 -4.048 1.084 0.049 -0.094 0.037 -0.2086
C 5.124 0.050 -2.498 -0.006 0.007 -0.004 -0.8523
H -6.040 -1.906 -0.307 0.002 -0.002 0.004 0.3960
C -3.846 -4.938 4.109 -0.001 0.004 0.003 -0.5136
H 9.120 2.353 -4.612 0.001 0.000 0.001 0.3735
H -1.140 -5.498 -0.357 0.013 -0.024 0.031 0.4732
H -3.654 -5.971 3.849 -0.005 -0.004 0.006 0.5423
H -0.596 3.795 -1.012 0.022 -0.004 0.009 0.3296
C -1.761 0.214 -3.331 0.010 -0.006 0.015 -0.7597
C 4.545 1.895 -1.113 0.066 -0.033 0.049 -0.2623
H -5.272 -5.400 5.641 0.000 -0.001 -0.001 0.4831
H 2.588 4.849 -3.666 -0.003 0.008 -0.008 0.4581
C -3.894 -1.923 -0.301 0.032 0.034 0.070 -0.9334
```
Positions in Å, forces in eV/Å.

***

Entry 4:
Here is the ion C4H12N3 with charge +1 from OMol25. Energies are from ωB97M-V/def2-TZVPD.

Results
* LUMO: -3.2 eV
* DFT total energy: -8804.1404 eV
* HOMO level: -11.9140 eV
* energy above the lowest of the compared OMol25 structures with the same formula, charge and spin: 346.8 kJ/mol
* SMILES: N/C=C(\N)CC[NH3+]
* total charge: +1

The geometry in XYZ format:
```
19
Properties=species:S:1:pos:R:3:forces:R:3:nbo_charge:R:1
C -0.383 -0.377 -0.551 -1.068 0.750 -0.141 -0.0052
H -1.307 1.690 -0.762 2.468 -1.265 1.828 0.2873
H -2.616 -0.884 -0.726 2.347 0.787 0.774 0.2397
H 1.220 -1.725 -0.941 -0.454 -0.672 0.007 0.3982
C 0.165 1.553 1.056 -3.216 0.585 3.248 -0.2569
H 0.559 1.832 -0.843 -1.765 -2.382 -0.539 0.2008
H 1.639 0.006 0.751 -0.176 1.825 0.693 0.4941
C -0.297 1.146 -0.321 -1.257 3.279 -2.542 -0.4591
H 1.910 1.129 2.257 -0.514 -0.534 -1.536 0.4539
N 1.575 1.025 1.255 0.443 0.268 -0.300 -0.7514
H 1.156 -0.261 -1.690 0.480 -0.845 1.242 0.3972
H 2.165 1.667 0.659 -0.378 -1.021 0.825 0.4321
H -2.338 -2.944 -0.379 -1.977 -0.964 0.941 0.3767
N 0.965 -0.768 -0.784 1.195 0.722 -1.108 -0.8689
N -1.575 -2.610 -0.865 -0.756 5.404 -1.384 -0.7782
C -1.493 -1.154 -0.630 -1.509 -1.766 -0.881 -0.0045
H -0.596 1.108 1.803 1.800 0.128 -0.683 0.2365
H 0.068 2.689 1.371 0.747 -2.102 -1.285 0.2514
H -0.818 -3.121 -0.661 3.590 -2.198 0.841 0.3564
```
Positions in Å, forces in eV/Å.

***

The max |F| results, record by record, are as follows: 0.095, 0.055, 0.004, 0.109 hartree/bohr.